Record 1
Molecular formula: C26H33N5O2
Method: DFT, wB97M-V/def2-TZVPD

```
66
Properties=species:S:1:pos:R:3
C 7.719 -0.714 -1.888
C 6.267 -0.458 -2.258
N 5.493 -1.672 -2.183
N 5.954 -2.754 -1.554
C 5.010 -3.674 -1.646
C 5.186 -5.030 -1.059
C 3.903 -3.170 -2.360
C 2.619 -3.869 -2.670
N 1.571 -3.524 -1.725
C 0.602 -2.626 -2.017
O 0.494 -2.108 -3.116
C -0.331 -2.316 -0.899
C -0.925 -1.061 -0.872
C -1.803 -0.697 0.130
C -2.129 -1.603 1.136
O -2.968 -1.420 2.186
C -3.687 -0.223 2.450
C -4.731 0.133 1.386
C -5.518 1.364 1.860
N -4.686 2.508 2.166
C -4.129 3.169 0.997
C -3.557 4.510 1.369
C -4.295 5.416 2.127
C -3.725 6.636 2.440
C -2.445 6.914 1.983
C -1.795 5.945 1.237
N -2.331 4.773 0.940
C -3.695 2.169 3.170
C -2.802 0.981 2.784
C -1.547 -2.877 1.095
C -0.662 -3.228 0.102
C 4.251 -1.867 -2.681
C 3.503 -0.817 -3.416
H 8.282 0.214 -1.941
H 8.157 -1.438 -2.568
H 7.779 -1.116 -0.881
H 6.198 -0.067 -3.279
H 5.833 0.288 -1.579
H 6.171 -5.097 -0.605
H 5.097 -5.795 -1.830
H 4.431 -5.224 -0.297
H 2.768 -4.952 -2.646
H 2.251 -3.575 -3.656
H 1.714 -3.796 -0.766
H -0.684 -0.362 -1.659
H -2.219 0.296 0.102
H -4.234 -0.492 3.366
H -5.408 -0.712 1.246
H -4.263 0.345 0.427
H -6.065 1.109 2.775
H -6.247 1.655 1.100
H -3.341 2.599 0.485
H -4.948 3.325 0.286
H -5.284 5.146 2.462
H -4.269 7.363 3.027
H -1.965 7.855 2.202
H -0.793 6.105 0.859
H -4.237 1.930 4.091
H -3.077 3.050 3.357
H -2.145 0.727 3.617
H -2.172 1.259 1.940
H -1.819 -3.578 1.868
H -0.256 -4.229 0.091
H 3.462 0.103 -2.833
H 3.984 -0.594 -4.369
H 2.486 -1.151 -3.608
```

Computed properties:
orbital gap: 0.3392 hartree
structure (SMILES): CCn1nc(C)c(CNC(=O)c2ccc(OC3CCN(Cc4ccccn4)CC3)cc2)c1C
charge: 0
highest occupied orbital energy: -8.5 eV



Record 2
Molecular formula: C4H7FN2
Method: DFT, wB97M-V/def2-TZVPD

```
14
Properties=species:S:1:pos:R:3
C -1.849 -0.478 -0.639
N -0.567 0.228 -0.269
C -0.314 0.559 1.016
C 0.971 0.407 1.276
C 1.638 0.018 0.079
F 2.366 1.194 -0.563
N 0.624 -0.438 -0.786
H -2.545 -0.633 0.185
H -2.408 -0.109 -1.538
H -1.495 -1.447 -0.992
H -1.218 0.928 1.726
H 1.564 0.726 2.199
H 2.506 -0.780 0.078
H 0.729 -0.177 -1.773
```

Computed properties:
orbital gap: 0.3367 hartree
structure (SMILES): CN1C=C[C@H](F)N1
charge: 0
highest occupied orbital energy: -8.3 eV



Record 3
Molecular formula: C6H9N
Method: DFT, wB97M-V/def2-TZVPD

```
16
Properties=species:S:1:pos:R:3
C -0.925 -0.122 -1.601
C -1.717 0.508 -0.585
C 0.511 -0.957 -0.540
C -0.136 0.456 -0.493
C 0.235 -1.919 0.583
C 0.646 1.712 -0.257
N -0.480 -1.330 -1.772
H -2.052 1.522 -0.728
H -2.380 -0.104 0.015
H 1.542 -0.927 -0.876
H -0.840 -2.024 0.715
H 0.681 -1.561 1.508
H 0.640 -2.898 0.336
H 0.147 2.573 -0.702
H 1.635 1.632 -0.708
H 0.778 1.909 0.808
```

Computed properties:
orbital gap: 0.3051 hartree
charge: 0
highest occupied orbital energy: -7.9 eV



Record 4
Molecular formula: C7H14N2
Method: DFT, wB97M-V/def2-TZVPD

```
23
Properties=species:S:1:pos:R:3
C 1.107 0.751 2.224
C 0.033 1.683 1.617
C -0.073 1.460 0.148
C 0.454 2.197 -0.869
N 0.175 1.496 -2.024
C -0.526 0.402 -1.669
N -0.700 0.356 -0.370
H 2.087 1.231 2.220
H 1.136 -0.173 1.653
H 0.879 0.570 3.276
H -0.911 1.398 2.070
H 0.178 2.731 1.866
H 1.100 3.052 -0.937
H 0.289 1.847 -2.959
H -0.857 -0.411 -2.286
C 0.017 -3.913 -0.292
C -0.655 -2.994 0.684
H 0.177 -3.460 -1.256
H 1.046 -4.105 0.033
H -0.479 -4.879 -0.380
H -0.525 -3.286 1.715
H -1.749 -2.959 0.680
H -0.259 -1.982 0.670
```

Computed properties:
orbital gap: 0.3516 hartree
structure (SMILES): CCc1c[nH]cn1.CC
charge: 0
highest occupied orbital energy: -8.7 eV



Record 5
Molecular formula: C9H21InN3O10PSSe2
Method: DFT, wB97M-V/def2-TZVPD

```
48
Properties=species:S:1:pos:R:3
In 1.485 0.162 0.538
S 2.299 3.851 3.700
C 2.193 2.636 2.607
N 2.120 1.773 1.829
C 1.410 -4.009 -1.759
P 1.624 -2.225 -1.844
C 1.045 -1.683 -3.454
C 3.392 -1.947 -1.818
O 0.863 -1.621 -0.696
H 2.002 -4.539 -2.508
H 0.353 -4.248 -1.881
H 1.727 -4.276 -0.747
H 1.620 -2.170 -4.244
H 1.152 -0.600 -3.532
H -0.014 -1.923 -3.551
H 3.872 -2.540 -2.598
H 3.756 -2.229 -0.828
H 3.577 -0.884 -1.971
O -0.572 0.836 -2.051
Se 0.748 1.799 -2.092
O 0.548 3.179 -1.261
O 2.010 0.917 -1.310
O 1.285 2.009 -3.615
C -4.042 0.370 0.699
N -2.605 0.230 0.755
C -2.004 -0.974 0.162
C -1.728 1.211 1.098
O -0.507 1.033 0.963
N -2.146 2.404 1.611
C -3.469 2.795 2.031
C -1.141 3.465 1.768
H -4.440 -0.484 0.158
H -4.353 1.270 0.162
H -4.509 0.368 1.689
H -2.802 -1.692 -0.021
H -1.278 -1.423 0.837
H -1.498 -0.723 -0.769
H -4.120 1.950 2.228
H -3.950 3.449 1.294
H -3.379 3.357 2.964
H -0.374 3.386 1.004
H -0.681 3.429 2.758
H -1.650 4.422 1.641
O 2.320 -3.505 1.263
Se 2.457 -2.087 2.054
O 3.296 -0.990 1.091
O 0.989 -1.260 2.130
O 3.115 -2.270 3.519
```

Computed properties:
orbital gap: 0.2656 hartree
charge: -2
highest occupied orbital energy: -2.9 eV



Record 6
Molecular formula: CHBrF2OS
Method: DFT, wB97M-V/def2-TZVPD

```
7
Properties=species:S:1:pos:R:3
C 0.777 -0.455 0.239
O -0.635 1.142 2.466
F 2.038 -0.205 0.203
F 0.503 -1.208 -0.790
S 0.293 -1.274 1.853
Br -1.528 -2.147 1.224
H 0.117 0.501 0.465
```

Computed properties:
orbital gap (alpha / beta): 0.2528 / 0.3171 hartree
charge: 0
highest occupied orbital energy (alpha / beta): -10.3 / -10.5 eV



Result set for M: 447.58; 102.11; 95.14; 126.20; 667.06; 178.99 g/mol, one per record in the order listed.
Result set for energy: -39043.6741; -9956.7820; -7853.3034; -10466.0715; -190610.9365; -89406.6887 eV, one per record in the order listed.
Result set for energy above the lowest of the compared OMol25 structures with the same formula, charge and spin: 15.99; 192.97; 468.55; 28.50; 0.00; 627.51 kJ/mol, one per record in the order listed.